Below is a molecular structure, C8H21CuNO2P2 in a non-equilibrium geometry, with properties calculated with the ωB97M-V functional and the def2-TZVPD basis.

Structure (XYZ):
```
35
Properties=species:S:1:pos:R:3:mulliken_spin:R:1
Cu 0.223 0.124 -0.410 0.3179
H -0.402 -1.265 0.442 0.3757
H -0.764 0.912 2.025 -0.0357
P -0.135 -2.395 -0.427 0.0182
P -0.065 2.306 -0.504 -0.0874
C 1.402 3.268 -0.041 -0.0035
H 1.261 4.324 -0.293 -0.0006
H 1.594 3.179 1.034 0.0038
H 2.270 2.880 -0.582 0.0022
C -0.405 2.771 -2.203 0.0254
H -1.353 2.335 -2.515 0.0013
H -0.452 3.851 -2.303 0.0067
H 0.382 2.374 -2.839 -0.0118
C -1.392 3.190 0.431 0.0185
H -1.220 3.128 1.522 0.0000
H -1.393 4.251 0.118 0.0052
H -2.373 2.739 0.197 -0.0080
C -0.253 -2.694 -2.178 0.0510
H -0.309 -3.785 -2.283 0.0160
H -1.148 -2.239 -2.614 -0.0107
H 0.641 -2.339 -2.699 0.0026
C 1.327 -3.275 0.159 0.0276
H 1.427 -3.215 1.254 -0.0206
H 1.164 -4.317 -0.156 0.0118
H 2.225 -2.873 -0.336 0.0104
C -1.582 -3.242 0.314 0.1016
H -2.498 -2.733 -0.046 -0.0462
H -1.513 -4.286 -0.035 0.0218
H -1.527 -3.168 1.418 -0.0275
C 1.675 0.103 0.667 0.0116
O 2.653 -0.001 1.267 0.0087
H 0.937 0.014 -1.720 0.0964
O 0.004 -0.101 4.819 -0.0218
C -0.126 0.031 3.646 0.1279
N -0.271 0.147 2.443 0.0114
```

Values from the calculation:
**E_LUMO (spin up / spin down)**: 0.63 / 0.46 eV
**HOMO (spin up / spin down)**: -3.403 / -7.071 eV
**Expectation value of S²**: 0.75
**Net charge**: 0
**2S+1**: 2